C3H10OSSi in the gas phase at a distorted geometry, computed with the ωB97M-V functional and the def2-TZVPD basis.

Geometry (Å):
C (1.1379, -0.2549, -2.1253)
C (0.6884, 0.7372, -1.0570)
C (-0.1293, 0.0559, 0.0279)
O (-2.3676, 1.6126, 0.0889)
Si (-1.9618, -0.0225, 2.5126)
S (-1.0455, 1.3298, 1.0042)
H (1.6162, -1.1174, -1.6703)
H (0.2861, -0.5980, -2.7056)
H (1.8445, 0.2137, -2.8034)
H (0.0699, 1.5107, -1.5144)
H (1.5575, 1.2205, -0.6063)
H (0.4932, -0.5119, 0.7207)
H (-0.8868, -0.5892, -0.4135)
H (-0.8290, -0.3209, 3.3908)
H (-2.9996, 0.7779, 3.1372)
H (-2.4144, -1.2202, 1.8111)

Results
ΔE to the lowest compared entry with this formula, charge and spin	2.5768	eV
LUMO level	0.7144	eV
molecular weight	122.3	g mol⁻¹
net charge	0


A molecular structure, C38H37N4O5P2PdS4 at a distorted geometry, computed with the ωB97M-V functional and the def2-TZVPD basis.

Geometry (Å):
Pd (-0.4681, 1.2467, 0.2668)
S (0.1721, 1.6528, 2.7524)
P (1.2963, 0.0288, 2.3480)
C (0.9674, -0.2848, 0.6486)
P (1.7967, -1.5480, -0.2600)
S (1.5515, -1.2125, -2.1992)
C (1.0382, -3.1387, 0.2162)
C (-0.2352, -3.1228, 0.7722)
C (-0.8385, -4.3123, 1.1351)
C (-0.1770, -5.5116, 0.9237)
C (1.0815, -5.5273, 0.3410)
C (1.6942, -4.3402, -0.0186)
C (3.5800, -1.6238, 0.1008)
C (4.1041, -2.4697, 1.0694)
C (5.4598, -2.4387, 1.3429)
C (6.2863, -1.5596, 0.6616)
C (5.7648, -0.7310, -0.3184)
C (4.4126, -0.7599, -0.6027)
C (3.0210, 0.4267, 2.7551)
C (3.7134, 1.1705, 1.8047)
C (5.0128, 1.5636, 2.0573)
C (5.6152, 1.2215, 3.2576)
C (4.9093, 0.5154, 4.2194)
C (3.6041, 0.1254, 3.9795)
C (0.7693, -1.4047, 3.3423)
C (-0.5840, -1.5318, 3.6369)
C (-1.0439, -2.6729, 4.2685)
C (-0.1621, -3.6921, 4.5938)
C (1.1842, -3.5698, 4.2891)
C (1.6529, -2.4315, 3.6589)
H (-0.7377, -2.1713, 0.9187)
H (-1.8210, -4.2992, 1.5821)
H (-0.6460, -6.4403, 1.2090)
H (1.5888, -6.4640, 0.1641)
H (2.6720, -4.3377, -0.4827)
H (3.4569, -3.1723, 1.5739)
H (5.8747, -3.1129, 2.0789)
H (7.3432, -1.5324, 0.8820)
H (6.4135, -0.0690, -0.8710)
H (4.0010, -0.1394, -1.3874)
H (3.2129, 1.4433, 0.8807)
H (5.5574, 2.1341, 1.3209)
H (6.6378, 1.5098, 3.4454)
H (5.3798, 0.2688, 5.1587)
H (3.0364, -0.3914, 4.7401)
H (-1.2658, -0.7327, 3.3710)
H (-2.0921, -2.7734, 4.5021)
H (-0.5245, -4.5829, 5.0849)
H (1.8685, -4.3672, 4.5406)
H (2.7016, -2.3306, 3.4231)
O (-1.3006, 3.3549, 0.2355)
N (-2.3295, 3.5260, 0.9920)
C (-2.6067, 4.7685, 1.4374)
C (-3.6775, 5.0224, 2.2559)
C (-4.5188, 3.9720, 2.6248)
C (-4.2433, 2.7089, 2.1543)
C (-3.1332, 2.4783, 1.3408)
S (-2.7800, 0.8885, 0.7956)
H (-1.9196, 5.5293, 1.1022)
H (-3.8500, 6.0270, 2.6070)
H (-5.3630, 4.1384, 3.2749)
H (-4.8598, 1.8615, 2.4062)
C (-5.9378, 3.5115, -4.2138)
C (-5.5504, 2.0532, -4.1170)
S (-3.7418, 1.8948, -3.9090)
O (-3.4689, 1.7160, -2.5004)
O (-3.0364, 2.9562, -4.5637)
C (-3.3382, 0.3198, -4.7882)
C (-1.8383, 0.2275, -5.0625)
N (-1.0687, 0.8808, -4.0268)
C (-1.0287, 0.5176, -2.7330)
N (-0.3124, 1.3789, -2.0203)
C (0.0941, 2.3527, -2.8591)
C (-0.3675, 2.0669, -4.1239)
N (-0.1693, 2.8420, -5.2944)
O (-0.4555, 2.3534, -6.3698)
O (0.3065, 3.9389, -5.1308)
C (-1.7274, -0.6516, -2.1553)
H (-7.0208, 3.6095, -4.2084)
H (-5.5490, 3.9443, -5.1315)
H (-5.5273, 4.0691, -3.3761)
H (-5.8178, 1.5045, -5.0157)
H (-5.9771, 1.5663, -3.2438)
H (-3.8844, 0.3523, -5.7244)
H (-3.6997, -0.4898, -4.1629)
H (-1.5929, 0.7254, -6.0038)
H (-1.5232, -0.8198, -5.1349)
H (0.6884, 3.1897, -2.5460)
H (-1.7055, -1.5021, -2.8310)
H (-2.7593, -0.3625, -1.9485)
H (-1.2474, -0.9258, -1.2089)

Results
ΔE to the lowest compared entry with this formula, charge and spin	0.1528	eV
LUMO level (alpha / beta)	-5.4713 / -5.4805	eV
molecular weight	926.4	g mol⁻¹
net charge	+1


13 unconnected molecules or ions with the total composition C38H108N6O20 at a distorted geometry, computed with the ωB97M-V functional and the def2-TZVPD basis.

Geometry (Å):
C (16.8694, 14.3251, 6.5465)
C (16.4998, 15.1265, 7.7532)
C (16.0769, 16.5434, 7.3762)
O (16.0284, 17.3454, 8.5493)
C (15.4991, 18.6290, 8.2725)
N (15.3525, 14.4549, 8.4380)
H (17.7182, 14.8448, 6.0707)
H (16.0907, 14.1441, 5.8074)
H (17.3989, 13.3851, 6.7219)
H (17.3684, 15.1891, 8.4132)
H (15.0848, 16.5766, 6.9082)
H (16.7053, 16.9900, 6.5903)
H (15.9054, 19.1170, 7.3868)
H (15.5789, 19.3083, 9.1216)
H (14.4100, 18.5284, 8.1772)
H (14.5895, 14.5668, 7.7698)
H (15.1491, 15.1617, 9.1499)
C (10.5158, 19.2955, 2.0422)
C (11.8083, 19.8722, 1.4742)
C (12.3247, 19.0853, 0.2853)
O (13.6914, 19.3396, 0.1152)
C (14.2954, 18.3621, -0.7462)
N (11.6699, 21.3042, 1.2586)
H (10.3167, 19.4800, 3.1011)
H (10.5288, 18.2010, 2.1084)
H (9.5885, 19.5677, 1.5325)
H (12.4870, 19.6914, 2.3194)
H (11.7305, 19.3032, -0.6118)
H (12.1342, 18.0225, 0.4888)
H (13.6385, 18.3222, -1.6201)
H (14.2473, 17.3980, -0.2314)
H (15.2985, 18.6955, -0.9845)
H (12.5920, 21.7240, 1.1961)
H (11.1858, 21.7404, 2.0325)
C (11.6482, 22.3741, 15.6676)
C (10.2718, 21.9012, 15.2778)
C (10.2913, 20.9260, 14.0830)
O (11.1636, 21.3786, 13.1080)
C (11.8469, 20.4050, 12.3694)
N (9.6039, 21.3218, 16.4551)
H (11.6124, 23.0757, 16.5035)
H (12.0857, 22.8926, 14.8184)
H (12.2065, 21.5332, 16.0916)
H (9.6734, 22.7723, 14.9922)
H (9.2867, 20.7044, 13.6881)
H (10.5192, 19.9520, 14.5543)
H (12.4166, 19.7802, 13.0684)
H (12.5087, 20.7719, 11.5860)
H (11.1100, 19.7944, 11.8333)
H (8.8273, 20.7385, 16.1410)
H (10.1858, 20.6201, 16.9106)
C (15.8742, 16.1794, 3.5242)
C (14.6620, 17.1039, 3.8163)
C (14.9647, 18.3737, 2.9845)
O (16.0625, 19.1342, 3.4670)
C (15.8788, 19.7271, 4.7347)
N (13.4924, 16.4276, 3.3002)
H (15.8333, 15.7678, 2.5171)
H (15.8943, 15.3678, 4.2596)
H (16.8601, 16.6243, 3.6738)
H (14.5565, 17.3771, 4.8660)
H (14.0934, 19.0408, 2.9907)
H (15.2677, 18.0632, 1.9859)
H (15.8474, 18.9963, 5.5470)
H (15.0282, 20.4187, 4.7329)
H (16.7893, 20.3217, 4.8431)
H (12.6523, 16.9344, 3.5856)
H (13.4673, 16.5134, 2.2859)
C (12.2453, 19.8186, 5.3623)
C (11.6833, 20.4447, 6.6189)
C (11.1114, 19.3395, 7.4853)
O (10.4689, 19.9697, 8.5472)
C (9.9730, 19.1487, 9.5601)
N (12.7408, 21.2451, 7.2335)
H (12.6973, 20.6216, 4.7656)
H (11.5292, 19.2842, 4.7450)
H (13.1356, 19.2293, 5.6077)
H (10.9180, 21.1815, 6.3374)
H (11.9364, 18.6582, 7.7459)
H (10.3923, 18.7506, 6.8968)
H (10.7061, 18.4590, 9.9887)
H (9.1436, 18.5085, 9.2258)
H (9.4987, 19.6332, 10.4111)
H (12.2250, 21.7007, 7.9871)
H (13.0826, 22.0489, 6.7180)
C (11.3722, 23.9542, 9.3013)
C (11.4674, 25.4609, 9.3064)
C (10.4426, 26.1141, 8.2948)
O (10.9245, 25.9249, 6.9949)
C (10.3612, 26.8082, 6.0107)
N (11.1724, 25.9924, 10.6290)
H (11.5257, 23.7142, 8.2478)
H (10.4072, 23.6300, 9.7109)
H (12.0663, 23.4204, 9.9534)
H (12.4566, 25.6828, 8.8889)
H (10.3602, 27.1772, 8.5331)
H (9.5265, 25.5321, 8.4685)
H (9.8869, 26.2302, 5.2194)
H (11.1874, 27.4010, 5.6278)
H (9.5749, 27.4198, 6.4538)
H (10.7289, 26.8969, 10.7116)
H (10.4927, 25.3375, 11.0064)
C (6.9270, 21.4691, 9.7404)
C (7.0486, 22.2339, 8.4168)
O (6.9875, 23.6268, 8.5853)
O (8.1134, 21.7741, 10.4701)
H (6.5900, 20.4408, 9.6254)
H (6.1001, 22.0470, 10.1751)
H (6.2295, 21.9944, 7.7372)
H (7.9958, 21.8777, 7.9849)
H (7.6508, 23.8444, 9.2565)
H (7.9717, 21.5440, 11.3948)
C (12.0784, 15.0763, 6.5880)
C (11.0360, 15.2278, 5.4818)
O (10.8910, 16.5960, 5.1423)
O (13.3656, 14.8414, 6.0659)
H (11.8104, 14.2848, 7.2943)
H (11.9998, 15.9888, 7.1951)
H (10.1199, 14.8094, 5.9155)
H (11.2590, 14.5989, 4.6211)
H (10.2431, 16.9543, 5.7581)
H (13.4858, 15.3632, 5.2619)
C (14.1837, 23.8548, 3.7371)
C (13.8495, 24.7612, 2.5519)
O (14.0813, 24.1754, 1.2515)
O (13.2308, 23.9803, 4.7744)
H (15.2220, 24.0588, 4.0104)
H (14.0529, 22.8260, 3.3875)
H (14.2709, 25.7652, 2.6191)
H (12.7534, 24.7974, 2.6048)
H (13.9712, 24.9239, 0.6586)
H (13.6379, 24.4850, 5.4968)
C (12.8303, 16.7068, 10.5472)
C (12.8310, 16.3432, 11.9932)
O (13.1129, 14.9300, 12.0666)
O (11.8163, 16.1037, 9.7598)
H (13.7792, 16.5494, 10.0285)
H (12.6422, 17.7836, 10.4947)
H (11.8025, 16.4391, 12.3667)
H (13.4431, 16.9291, 12.6786)
H (13.0623, 14.6194, 12.9744)
H (11.8925, 15.1499, 9.6670)
C (9.1725, 17.2462, 12.8617)
C (9.0419, 15.8803, 12.2421)
O (9.0221, 14.8740, 13.2898)
O (7.9698, 17.5777, 13.5784)
H (9.1318, 17.9139, 12.0000)
H (9.9760, 17.4381, 13.5689)
H (9.8125, 15.5776, 11.5252)
H (8.1026, 15.7648, 11.6902)
H (8.8987, 14.0453, 12.8165)
H (7.8696, 16.9870, 14.3323)
C (17.0260, 23.2394, 7.2852)
C (15.5244, 23.2375, 6.9881)
O (14.9706, 24.5595, 6.9614)
O (17.3533, 23.0199, 8.6603)
H (17.5209, 24.1425, 6.9159)
H (17.5269, 22.4285, 6.7459)
H (15.0945, 22.8269, 7.9101)
H (15.2990, 22.6723, 6.0900)
H (15.1754, 24.9410, 7.8209)
H (17.8030, 23.7964, 9.0000)
C (7.1627, 15.3437, 6.9971)
C (6.8192, 16.1609, 8.2730)
O (5.9661, 17.2206, 7.9817)
O (7.6017, 16.2713, 6.0229)
H (6.2751, 14.7708, 6.7028)
H (7.9651, 14.6203, 7.1325)
H (7.8245, 16.4751, 8.5951)
H (6.5042, 15.5346, 9.1158)
H (5.6963, 17.7071, 8.7612)
H (6.9879, 17.0171, 6.0464)

Results
ΔE to the lowest compared entry with this formula, charge and spin	3.5352	eV
LUMO level	0.1164	eV
molecular weight	969.3	g mol⁻¹
net charge	0


2 unconnected molecules or ions with the total composition C3H5IN3 at a distorted geometry, computed with the ωB97M-V functional and the def2-TZVPD basis.

Geometry (Å):
C (-0.9653, -0.6327, 0.6773)
C (-0.7666, 1.6055, 0.8061)
C (0.4076, -0.6840, -0.0103)
N (-1.4710, 0.4928, 1.0211)
N (0.1710, 1.6053, -0.1033)
N (0.5747, 0.5628, -0.6680)
I (3.1665, 1.6449, -1.5640)
H (-1.4544, -1.5930, 0.9081)
H (-0.9404, 2.6446, 1.2102)
H (1.1661, -0.9635, 0.8431)
H (0.4059, -1.4885, -0.8492)
H (0.8498, 0.6261, -1.6374)

Results
ΔE to the lowest compared entry with this formula, charge and spin	4.4464	eV
LUMO level (alpha / beta)	-8.4875 / -8.5786	eV
molecular weight	210.0	g mol⁻¹
net charge	+1